1.
Molecular formula: C38H39GeN5O2Ru
Method: DFT, the ωB97M-V functional and the def2-TZVPD basis

Structure (XYZ):
```
86
C38H39GeN5O2Ru | the OMol25 dataset | the ωB97M-V functional and the def2-TZVPD basis
Ru 0.5167 1.2009 -0.2823
N 2.3655 2.1388 -1.0019
C 2.6701 1.3345 -2.1929
C 3.9238 1.8122 -2.9314
C 4.3884 0.9688 -4.1185
C 5.0897 -0.3521 -3.7939
N 4.4534 -1.2662 -2.8325
C 3.3726 -2.0174 -3.0661
N 3.1618 -3.1033 -2.3136
N 2.5368 -1.7180 -4.0540
C 1.3684 1.2833 -3.0339
O 1.4226 0.7360 -4.1514
O 0.3466 1.7750 -2.4877
H 2.1989 3.1076 -1.2551
H 3.0982 2.1094 -0.3049
H 2.8304 0.3213 -1.8212
H 4.7351 1.8678 -2.1938
H 3.7559 2.8361 -3.2776
H 5.1319 1.5473 -4.6740
H 3.5554 0.8092 -4.7975
H 6.0665 -0.1375 -3.3586
H 5.2631 -0.8983 -4.7240
H 4.9845 -1.5169 -2.0126
H 3.7852 -3.3111 -1.5469
H 2.2082 -3.4222 -2.1943
H 2.2935 -0.7166 -4.2276
H 1.7323 -2.3257 -4.1254
N -1.3909 0.5005 0.0443
C -2.0315 0.9837 1.0256
C -3.4258 0.5133 1.3360
C -3.8755 -0.6836 0.7778
C -5.1449 -1.1616 1.0554
C -5.9937 -0.4471 1.8934
C -5.5635 0.7519 2.4409
C -4.2877 1.2275 2.1650
C -1.4130 1.9759 1.9657
C -1.3342 1.7340 3.3317
C -0.5783 2.5626 4.1520
C 0.0822 3.6605 3.6181
C -0.0190 3.9347 2.2605
C -0.7482 3.0854 1.4418
H -3.2037 -1.2163 0.1154
H -5.4773 -2.0945 0.6165
H -6.9849 -0.8228 2.1144
H -6.2222 1.3220 3.0842
H -3.9630 2.1682 2.5915
H -1.8379 0.8703 3.7507
H -0.5065 2.3510 5.2117
H 0.6664 4.3060 4.2620
H 0.4728 4.8029 1.8394
H -0.9293 3.3510 0.4030
C 1.2319 0.0653 0.7057
Ge 1.2695 -1.8490 1.0294
C 0.4521 -2.7854 -0.4903
C 0.0755 -2.1097 -1.6519
C -0.4520 -2.8027 -2.7373
C -0.6023 -4.1835 -2.6785
C -0.2517 -4.8655 -1.5197
C 0.2594 -4.1670 -0.4322
C 0.3641 -2.4136 2.6486
C 0.9785 -3.1361 3.6671
C 0.2526 -3.5329 4.7839
C -1.0913 -3.2046 4.8914
C -1.7130 -2.4795 3.8824
C -0.9887 -2.0886 2.7667
C 3.1632 -2.4179 0.9693
C 4.1480 -1.4473 0.7811
C 5.4734 -1.7985 0.5401
C 5.8390 -3.1376 0.4865
C 4.8771 -4.1197 0.7007
C 3.5563 -3.7587 0.9394
H 0.1689 -1.0289 -1.6978
H -0.7653 -2.2523 -3.6175
H -1.0151 -4.7234 -3.5215
H -0.3928 -5.9371 -1.4559
H 0.4934 -4.7104 0.4779
H 2.0317 -3.3883 3.5998
H 0.7383 -4.0950 5.5718
H -1.6548 -3.5129 5.7631
H -2.7610 -2.2156 3.9591
H -1.4792 -1.5213 1.9821
H 3.8679 -0.3991 0.8136
H 6.2240 -1.0268 0.4091
H 6.8682 -3.4161 0.2988
H 5.1572 -5.1655 0.6805
H 2.8216 -4.5418 1.0898
```

## Properties
frontier orbital gap (spin up / spin down): 5.94 / 5.94 eV
E_HOMO (spin up / spin down): -5.8 / -5.8 eV
net charge: 0
2S+1: 1

2.
Molecular formula: C10H30F2O5Pb
Method: DFT, the ωB97M-V functional and the def2-TZVPD basis

Structure (XYZ):
```
48
C10H30F2O5Pb | the OMol25 dataset | the ωB97M-V functional and the def2-TZVPD basis
Pb -15.6227 4.3264 -15.6251
F -14.8436 6.5532 -15.2033
F -16.2598 2.0139 -16.0971
C -11.2739 4.7375 -15.6430
C -12.2734 4.7510 -16.7905
O -13.3086 3.7969 -16.5835
H -10.4726 5.4695 -15.7408
H -10.8811 3.7529 -15.3766
H -11.8015 5.0179 -14.7257
H -11.7676 4.6310 -17.7521
H -12.7603 5.7280 -16.7837
H -12.9819 2.9285 -16.8451
C -14.4992 6.1041 -19.6421
C -15.7370 6.0372 -18.7763
O -15.8466 4.7196 -18.1953
H -14.4872 5.3756 -20.4560
H -13.5377 6.0866 -19.1358
H -14.5707 7.0569 -20.1823
H -16.6248 6.2732 -19.3707
H -15.7565 6.7693 -17.9696
H -15.9772 4.1067 -18.9267
C -16.2638 5.6469 -11.8998
C -17.4172 5.3896 -12.8682
O -17.1640 4.1452 -13.5498
H -16.5597 6.3784 -11.1495
H -15.4039 5.9349 -12.5093
H -15.9075 4.7409 -11.4061
H -17.4405 6.1950 -13.6040
H -18.3929 5.4598 -12.3829
H -17.7444 3.4560 -13.2135
C -19.8672 4.0782 -15.8794
C -18.8976 4.6932 -16.8841
O -17.9406 5.4751 -16.1745
H -19.3420 3.4487 -15.1655
H -20.6221 3.4436 -16.3501
H -20.4150 4.8713 -15.3638
H -19.4343 5.2794 -17.6363
H -18.4319 3.8899 -17.4546
H -18.3827 6.2481 -15.8109
C -14.5955 1.6290 -12.1580
C -13.6563 2.2362 -13.1839
O -14.1131 3.5374 -13.5839
H -15.5642 1.4305 -12.6145
H -14.7530 2.3332 -11.3402
H -14.1471 0.6857 -11.8419
H -13.6382 1.5907 -14.0655
H -12.6063 2.2833 -12.8812
H -13.7658 4.1348 -12.9120
```

## Properties
frontier orbital gap: 8.68 eV
E_HOMO: -7.9 eV
net charge: 0
2S+1: 1

3.
Molecular formula: C18H29N5O2S
Method: DFT, the ωB97M-V functional and the def2-TZVPD basis

Structure (XYZ):
```
55
C18H29N5O2S | the OMol25 dataset | the ωB97M-V functional and the def2-TZVPD basis
C 4.2067 2.4849 -3.0845
C 2.9149 2.1674 -2.3439
C 1.7494 1.9684 -3.3168
C 0.4833 1.6593 -2.6126
N -0.2425 0.6273 -2.8456
N -1.3440 0.5484 -2.1051
C -1.4728 1.5380 -1.2853
N -2.5178 1.6676 -0.4171
C -2.5275 2.6039 0.5800
O -1.6540 3.4375 0.6834
C -3.6784 2.4523 1.5508
C -3.3421 1.3289 2.5453
C -3.3474 -0.0135 1.8212
O -4.1086 -0.1921 0.8765
N -2.5161 -0.9846 2.2382
C -1.4507 -0.8699 3.2056
C -0.1240 -0.6672 2.4650
N 0.1070 -1.8065 1.6002
C 1.4612 -1.8665 1.0675
C 1.7985 -3.2715 0.5235
C 2.3814 -3.0635 -0.8776
C 1.7783 -1.7445 -1.3536
C 1.7754 -0.8900 -0.0903
C -0.9677 -1.9273 0.6295
C -2.2932 -2.1264 1.3680
S -0.1703 2.7035 -1.3488
H 5.0242 2.6204 -2.3807
H 4.4671 1.6751 -3.7624
H 4.0998 3.3978 -3.6662
H 3.0444 1.2596 -1.7522
H 2.6734 2.9829 -1.6585
H 1.9612 1.1466 -4.0030
H 1.6145 2.8812 -3.9043
H -3.2357 0.9440 -0.4370
H -4.5946 2.2010 1.0160
H -3.8053 3.3928 2.0863
H -4.1031 1.2991 3.3285
H -2.3783 1.5445 3.0022
H -1.4026 -1.8132 3.7582
H -1.6338 -0.0659 3.9153
H -0.1690 0.2876 1.9077
H 0.6901 -0.6010 3.1902
H 2.1104 -1.6405 1.9195
H 2.5023 -3.7840 1.1774
H 0.8955 -3.8777 0.4831
H 2.1523 -3.8918 -1.5461
H 3.4668 -2.9656 -0.8167
H 0.7611 -1.8915 -1.7154
H 2.3551 -1.2907 -2.1582
H 2.7643 -0.4560 0.0677
H 1.0581 -0.0720 -0.1398
H -1.0603 -1.0367 -0.0137
H -0.7836 -2.7883 -0.0108
H -2.2535 -3.0311 1.9790
H -3.1197 -2.1905 0.6605
```

## Properties
frontier orbital gap: 9.25 eV
SMILES: CCCc1nnc(NC(=O)CCC(=O)N2CCN(C3CCCC3)CC2)s1
E_HOMO: -8.5 eV
net charge: 0
2S+1: 1

4.
Molecular formula: C4H12N2
Method: DFT, the ωB97M-V functional and the def2-TZVPD basis

Structure (XYZ):
```
18
C4H12N2 | the OMol25 dataset | the ωB97M-V functional and the def2-TZVPD basis
C -1.2732 0.9283 2.6917
C -0.2597 -0.0038 1.9740
C -0.9817 -1.0110 1.0333
H -1.9862 0.5346 3.4827
H -0.9044 1.7625 3.1661
H -1.8934 1.3841 1.9505
H 0.3019 0.6711 1.3708
H 0.4268 -0.5864 2.6684
H -0.5164 -2.0228 0.8129
H -1.2295 -0.5651 0.0187
H -1.9453 -1.2970 1.5070
N 1.7043 -0.9329 -2.6209
C 1.2976 0.2564 -3.2308
N 1.8191 1.4361 -2.8541
H 1.3845 -1.9485 -3.0408
H 2.5203 -0.8378 -1.9662
H 0.5897 0.1589 -3.9752
H 0.9456 2.0733 -2.9881
```

## Properties
frontier orbital gap (spin up / spin down): 8.82 / 5.17 eV
E_HOMO (spin up / spin down): -14.0 / -14.0 eV
net charge: +1
2S+1: 2

5.
Molecular formula: C17H11AuN3O4
Method: DFT, the ωB97M-V functional and the def2-TZVPD basis

Structure (XYZ):
```
36
C17H11AuN3O4 | the OMol25 dataset | the ωB97M-V functional and the def2-TZVPD basis
Au 0.7914 -1.1940 -1.0014
O -5.6388 3.7587 -2.0984
C -4.9982 4.1070 -3.0047
O -4.3681 4.4428 -3.9205
C -3.0547 1.7820 -2.3706
C -3.3489 1.0553 -1.2493
C -2.3911 0.1200 -0.8694
N -1.2627 -0.0424 -1.5572
C -1.0253 0.6825 -2.6474
C -1.9221 1.6402 -3.1175
C 0.2788 0.4351 -3.3943
O 0.4575 0.9416 -4.4714
O 1.1432 -0.3240 -2.7729
H -4.2608 1.1795 -0.6800
H -2.5410 -0.5151 -0.0048
H -1.6783 2.1949 -4.0144
C 2.6479 2.2890 1.2259
C 2.7243 1.7751 2.5107
C 2.3534 0.4608 2.7495
C 1.9049 -0.3176 1.6897
N 1.8417 0.2046 0.4599
C 2.1975 1.4573 0.2137
C 1.4541 -1.7203 1.8244
C 1.6477 -2.4631 2.9800
C 1.1911 -3.7683 3.0471
C 0.5395 -4.3127 1.9515
C 0.3847 -3.5298 0.8258
N 0.8351 -2.2726 0.7591
H 2.9281 3.3089 1.0059
H 3.0698 2.3964 3.3256
H 2.4054 0.0614 3.7516
H 2.1327 1.7839 -0.8171
H 2.1674 -2.0288 3.8205
H 1.3451 -4.3537 3.9431
H 0.1616 -5.3242 1.9631
H -0.1131 -3.9103 -0.0559
```

## Properties
frontier orbital gap (spin up / spin down): 7.87 / 7.18 eV
E_HOMO (spin up / spin down): -12.1 / -12.6 eV
net charge: +1
2S+1: 3

6.
Molecular formula: C4H5N3O
Method: DFT, the ωB97M-V functional and the def2-TZVPD basis

Structure (XYZ):
```
13
C4H5N3O | the OMol25 dataset | the ωB97M-V functional and the def2-TZVPD basis
C -0.2942 -0.5613 0.8067
C -1.5414 -0.0835 0.9813
C 1.4697 -0.1523 -0.8041
C 2.1588 0.7861 -1.5955
H 0.0726 -1.4430 2.7768
H -2.2210 0.1149 1.8941
H 1.9326 -1.1773 -0.6867
H 1.7914 1.8442 -1.8648
H 3.3791 0.7462 -1.7057
N -1.7757 0.8972 0.1046
N -0.8956 1.0166 -0.8330
N 0.0738 0.0985 -0.2931
O 0.3088 -1.7632 1.3008
```

## Properties
frontier orbital gap: 7.67 eV
E_HOMO: -9.3 eV
net charge: 0
2S+1: 1

7.
Molecular formula: C8H9NO3S2
Method: DFT, the ωB97M-V functional and the def2-TZVPD basis

Structure (XYZ):
```
23
C8H9NO3S2 | the OMol25 dataset | the ωB97M-V functional and the def2-TZVPD basis
C 3.4503 0.1674 1.2579
N 2.5222 -0.9155 1.2110
C 1.2655 -0.4449 0.6273
C 1.0089 -0.9947 -0.5861
S 2.0027 -1.9846 -1.4768
C 0.5325 0.4738 1.3983
C -0.6969 1.0080 1.0111
C -1.4680 0.5408 -0.0444
C -2.8759 1.0394 -0.1291
C -1.0386 -0.2834 -0.9754
S -1.9909 -1.0814 -2.2683
O -2.1653 -0.0270 -3.3281
O -1.2364 -2.2043 -2.7729
O -3.2424 -1.5151 -1.6261
H 3.2211 0.8472 0.4746
H 3.4267 0.9029 2.2651
H 4.4223 -0.1708 1.0260
H 2.7131 -1.6915 0.5442
H 1.0712 0.9320 2.2821
H -1.2967 1.6896 1.6938
H -2.8606 2.1362 0.3282
H -3.0512 1.2437 -1.1808
H -3.7135 0.3321 0.2684
```

## Properties
frontier orbital gap: 5.60 eV
SMILES: CNC(=C=S)/C=C\C(C)=C=S(=O)([O-])[O-]
E_HOMO: 0.0 eV
net charge: -2
2S+1: 1

8.
Molecular formula: C46H50N7O2PdS4
Method: DFT, the ωB97M-V functional and the def2-TZVPD basis

Structure (XYZ):
```
110
C46H50N7O2PdS4 | the OMol25 dataset | the ωB97M-V functional and the def2-TZVPD basis
Pd 0.7074 -0.5038 1.0648
C 1.8646 4.3094 0.0158
C 2.2825 3.1453 0.9075
C 2.7082 3.6607 2.2866
C 3.3663 2.2685 0.3188
C 4.3058 2.7817 -0.5679
C 5.3463 1.9961 -1.0383
C 5.4492 0.6806 -0.6257
C 4.5189 0.1238 0.2486
C 4.6973 -1.3130 0.7064
C 5.0624 -2.2730 -0.4281
C 5.7669 -1.3901 1.8049
C 3.4707 0.9276 0.7166
N 2.5001 0.3587 1.5981
C 2.8841 0.1652 2.8799
O 3.8961 0.6185 3.4197
C 1.9383 -0.6908 3.6946
C 1.8555 -0.7141 5.0773
C 0.8282 -1.4623 5.6484
C -0.1107 -2.1147 4.8502
C 0.0463 -2.0301 3.4774
N 1.0920 -1.4026 2.9728
C -0.9530 -2.5083 2.4451
O -1.7795 -3.3688 2.7617
N -0.8656 -1.8792 1.2515
C -1.7263 -2.3406 0.2180
C -1.3912 -3.4697 -0.5441
C -2.2014 -3.8047 -1.6277
C -3.3212 -3.0578 -1.9496
C -3.6690 -1.9701 -1.1600
C -2.8898 -1.6036 -0.0689
C -3.2447 -0.4218 0.8107
C -4.2050 0.5733 0.1670
C -3.7663 -0.8719 2.1917
C -0.2083 -4.3530 -0.1961
C 0.5842 -4.8114 -1.4227
C -0.6847 -5.5768 0.5962
H 0.9892 4.8033 0.4468
H 1.5992 3.9817 -0.9909
H 2.6522 5.0633 -0.0625
H 1.4191 2.5048 1.0652
H 3.5537 4.3489 2.1863
H 3.0193 2.8466 2.9389
H 1.8806 4.1954 2.7598
H 4.2308 3.8130 -0.8872
H 6.0758 2.4106 -1.7241
H 6.2670 0.0721 -0.9910
H 3.7457 -1.6434 1.1333
H 6.0726 -2.0845 -0.7970
H 4.3679 -2.1897 -1.2639
H 5.0397 -3.3022 -0.0624
H 6.7395 -1.1056 1.3935
H 5.8484 -2.4116 2.1867
H 5.5305 -0.7210 2.6307
H 2.5556 -0.1425 5.6701
H 0.7279 -1.4964 6.7263
H -0.9569 -2.6428 5.2666
H -1.9494 -4.6691 -2.2308
H -3.9310 -3.3295 -2.8033
H -4.5553 -1.3967 -1.4006
H -2.3069 0.1060 1.0019
H -5.2027 0.1461 0.0349
H -3.8492 0.9228 -0.8059
H -4.3071 1.4446 0.8182
H -3.4879 -1.9001 2.4151
H -4.8563 -0.7935 2.2340
H -3.3509 -0.2373 2.9768
H 0.4635 -3.7687 0.4355
H 0.0152 -5.5271 -2.0216
H 1.5007 -5.3119 -1.1030
H 0.8646 -3.9695 -2.0566
H -1.3399 -6.1920 -0.0278
H -1.2316 -5.2727 1.4870
H 0.1681 -6.1908 0.8972
N -0.6116 -0.6304 -2.0764
C 0.5730 -1.1976 -2.2296
S 1.6697 -1.3778 -0.9542
N 0.9104 -1.6704 -3.4520
C 0.0999 -1.6247 -4.6137
C -0.1196 -2.7936 -5.3321
C -0.8909 -2.7612 -6.4832
C -1.4662 -1.5709 -6.9053
C -1.2497 -0.4068 -6.1816
C -0.4559 -0.4248 -5.0445
H -0.8959 -0.4699 -1.1233
H -1.3392 -0.7307 -2.7679
H 1.7921 -2.1534 -3.4934
H 0.3046 -3.7233 -4.9729
H -1.0587 -3.6740 -7.0402
H -2.0821 -1.5507 -7.7949
H -1.6897 0.5274 -6.5050
H -0.2630 0.4870 -4.4916
S -2.2733 4.1191 -2.3016
C -2.0032 3.5061 -0.7757
S -0.9025 2.2121 -0.4398
C -1.2785 2.2842 1.2673
N -2.1353 3.2139 1.5562
N -2.5412 3.8744 0.4043
C -3.4732 4.9358 0.5971
C -3.2557 5.8293 1.6360
C -4.1612 6.8553 1.8526
C -5.2766 6.9866 1.0358
C -5.4859 6.0824 0.0044
C -4.5878 5.0494 -0.2180
S -0.5456 1.2022 2.3790
H -2.3900 5.6978 2.2695
H -3.9942 7.5534 2.6628
H -5.9820 7.7903 1.2045
H -6.3574 6.1749 -0.6311
H -4.7396 4.3405 -1.0185
```

## Properties
frontier orbital gap: 7.17 eV
E_HOMO: -5.0 eV
net charge: -1
2S+1: 1

9.
Molecular formula: C19H24N4O5S2
Method: DFT, the ωB97M-V functional and the def2-TZVPD basis

Structure (XYZ):
```
54
C19H24N4O5S2 | the OMol25 dataset | the ωB97M-V functional and the def2-TZVPD basis
C 5.0598 -7.5243 4.7018
O 4.1339 -7.5700 3.6445
C 3.5926 -6.3945 3.2064
C 2.6695 -6.4989 2.1665
C 2.0583 -5.3740 1.6559
C 2.3652 -4.1127 2.1607
N 1.7787 -2.9622 1.6092
S 1.3108 -1.6871 2.6290
O 0.3551 -2.1615 3.5895
O 2.4912 -1.0443 3.1181
C 0.5045 -0.6578 1.4194
C -0.8763 -0.6508 1.3370
C -1.4924 0.1240 0.3755
C -0.7244 0.8901 -0.5076
N -1.4091 1.6383 -1.4555
C -0.9142 2.4861 -2.3871
O 0.2541 2.7241 -2.5987
C -2.0554 3.1405 -3.2043
C -1.4636 3.9843 -4.3306
C -2.5101 4.6642 -5.2026
S -3.1844 6.2092 -4.4902
C -1.8140 7.3411 -4.8497
N -2.9044 3.9444 -2.3427
C -3.9638 3.4136 -1.6809
N -4.8298 4.3192 -1.1587
O -4.0959 2.2075 -1.5083
C 0.6687 0.8742 -0.4095
C 1.2774 0.0977 0.5585
C 3.2870 -4.0064 3.1925
C 3.8929 -5.1361 3.7149
H 5.9487 -6.9435 4.4343
H 4.6136 -7.1070 5.6104
H 5.3482 -8.5583 4.8853
H 2.4398 -7.4784 1.7782
H 1.3399 -5.4702 0.8540
H 1.0266 -3.1838 0.9719
H -1.4417 -1.2449 2.0376
H -2.5691 0.1508 0.2960
H -2.4361 1.5866 -1.4041
H -2.6659 2.3253 -3.6204
H -0.7864 4.7208 -3.8932
H -0.8554 3.3245 -4.9520
H -2.0939 4.9335 -6.1729
H -3.3729 4.0167 -5.3567
H -2.0958 8.3097 -4.4506
H -0.9059 6.9909 -4.3678
H -1.6774 7.4073 -5.9255
H -2.8785 4.9420 -2.5015
H -4.8301 5.2773 -1.4586
H -5.6517 3.9625 -0.7038
H 1.2556 1.4705 -1.0880
H 2.3496 0.0722 0.6666
H 3.5214 -3.0329 3.5890
H 4.5992 -5.0155 4.5206
```

## Properties
frontier orbital gap: 8.16 eV
SMILES: COc1ccc(NS(=O)(=O)c2ccc(NC(=O)[C@H](CCSC)NC(N)=O)cc2)cc1
E_HOMO: -7.8 eV
net charge: 0
2S+1: 1

We obtain max |F| values of 1.3 1.4 1.7 5.9 0.5 6.5 5.3 0.5 1.0 eV Å⁻¹ for the records listed above, in that order.